No. 1
Entry from the OMol25 dataset: the molecule C2H4N4O4 at a distorted geometry (ωB97M-V/def2-TZVPD).

```
14
Properties=species:S:1:pos:R:3:lowdin_charge:R:1
C -2.468 0.230 -0.193 -0.072
C -1.111 -0.246 0.128 -0.220
N -0.122 0.510 -0.034 0.134
N 1.221 0.051 0.326 0.036
N 1.473 -1.252 0.038 -0.398
O 0.852 -2.132 0.598 0.090
O 2.402 -1.350 -0.700 0.128
N 2.173 1.118 0.045 -0.400
O 1.590 2.138 0.036 0.126
O 3.294 0.852 0.046 0.167
H -2.345 1.401 -0.495 0.136
H -3.069 0.185 0.703 0.068
H -2.888 -0.246 -1.097 0.082
H -1.001 -1.258 0.599 0.124
```

## Properties
LUMO energy   -0.421 eV
Relative energy (zero: lowest compared OMol25 entry of this formula, charge and spin)   5.164 eV
Frontier orbital gap   10.413 eV
E_tot   -598.26392 Ha



No. 2
Entry from the OMol25 dataset: the ion C2H6NS with charge +1 at a distorted geometry (ωB97M-V/def2-TZVPD).

```
10
Properties=species:S:1:pos:R:3:lowdin_charge:R:1
N 0.628 0.181 0.895 0.056
C -0.640 0.244 0.191 -0.223
C -0.374 -0.417 -1.198 -0.433
S 1.174 -0.954 -1.493 0.866
H 1.335 -0.417 0.257 0.012
H 0.509 -0.425 1.715 0.173
H 0.890 1.121 1.194 0.171
H -0.962 1.385 -0.122 0.200
H -1.585 -0.248 0.579 0.156
H -0.975 -0.471 -2.018 0.024
```

## Properties
LUMO energy   -5.386 eV
Relative energy (zero: lowest compared OMol25 entry of this formula, charge and spin)   0.649 eV
Frontier orbital gap   9.136 eV
E_tot   -532.42661 Ha
Total charge   +1



No. 3
Entry from the OMol25 dataset: a structure of composition C19H28FeNP at a distorted geometry (ωB97M-V/def2-TZVPD).

```
50
Properties=species:S:1:pos:R:3:mulliken_spin:R:1
C 2.075 3.912 -1.601 0.006
C 0.722 3.919 -1.258 0.009
C 0.077 2.780 -0.707 -0.013
C 0.813 1.578 -0.590 0.105
C 2.104 1.549 -1.141 -0.139
C 2.781 2.717 -1.519 0.003
C -1.334 3.068 -0.233 0.022
C -2.526 3.045 -1.244 0.001
N -2.667 1.936 -2.155 0.001
Fe 0.827 -0.242 0.684 3.622
C 2.905 0.269 -1.267 -0.002
P 1.849 -1.213 -0.996 0.146
H 0.153 4.842 -1.379 -0.001
H 3.848 2.670 -1.763 -0.002
H 2.592 4.827 -1.901 0.000
H 3.733 0.256 -0.532 0.003
H 3.364 0.118 -2.255 0.000
H -1.638 2.432 0.611 -0.013
H -1.340 4.104 0.156 0.000
H -3.453 3.048 -0.646 0.000
C 2.867 -2.677 -1.130 0.011
C 0.658 -1.138 -2.373 0.009
H -2.511 3.942 -1.880 0.000
C -1.956 1.992 -3.397 0.001
C -3.158 0.674 -1.670 0.004
H 1.389 -1.683 1.185 0.033
H -2.521 2.597 -4.120 0.000
H -0.973 2.481 -3.261 0.000
H -1.821 0.983 -3.808 0.000
H -4.208 0.509 -1.968 -0.001
H -2.575 -0.163 -2.098 -0.002
H -3.138 0.635 -0.569 -0.001
H 1.124 -1.526 -3.289 0.001
H -0.221 -1.745 -2.103 0.006
H 0.328 -0.097 -2.523 -0.008
H 3.658 -2.538 -1.881 0.003
H 3.331 -2.905 -0.165 -0.003
H 2.229 -3.521 -1.419 0.005
H 0.674 -1.864 0.747 0.075
C -2.016 0.012 4.381 0.016
C -2.068 0.766 3.199 0.007
C -1.191 0.477 2.135 -0.182
C -0.163 -0.445 2.323 0.217
C -0.046 -1.133 3.531 0.014
C -1.011 -0.949 4.545 0.002
H -2.770 0.162 5.158 0.002
H -2.792 1.570 3.067 0.001
H -1.342 0.959 1.167 0.030
H 0.771 -1.828 3.709 0.012
H -0.951 -1.567 5.441 0.000
```

## Properties
LUMO energy (alpha / beta)   0.104 / -0.002 eV
Relative energy (zero: lowest compared OMol25 entry of this formula, charge and spin)   1.664 eV
Frontier orbital gap (alpha / beta)   6.192 / 7.306 eV
2S+1   5
E_tot   -2400.33935 Ha



No. 4
Entry from the OMol25 dataset: the molecule C5H8S at a distorted geometry (ωB97M-V/def2-TZVPD).

```
14
Properties=species:S:1:pos:R:3:lowdin_charge:R:1
C -0.173 1.125 -0.449 -0.252
C 0.374 -0.301 -0.450 -0.464
C -1.368 1.075 0.487 -0.411
C -0.860 -1.137 -0.511 -0.448
C 1.330 -0.625 0.742 -0.070
S -2.088 -0.420 0.277 1.018
H 0.473 1.842 -0.203 0.065
H -0.507 1.240 -1.492 0.119
H 0.920 -0.339 -1.454 0.146
H -1.870 1.829 1.000 0.018
H -0.983 -2.046 -1.007 0.036
H 2.431 -0.563 0.314 0.112
H 1.294 -1.631 1.079 0.039
H 1.025 -0.049 1.666 0.091
```

## Properties
LUMO energy (alpha / beta)   0.428 / 0.464 eV
Relative energy (zero: lowest compared OMol25 entry of this formula, charge and spin)   2.802 eV
Frontier orbital gap (alpha / beta)   7.456 / 7.568 eV
E_tot   -593.38526 Ha



No. 5
Entry from the OMol25 dataset: a structure of composition C52H73AsO4Pt at a distorted geometry (ωB97M-V/def2-TZVPD).

```
131
Properties=species:S:1:pos:R:3:mulliken_spin:R:1
Pt -2.633 -0.184 0.361 1.180
C -0.783 -0.824 -3.377 0.009
O -1.123 -0.202 -2.138 0.006
C -2.457 -0.200 -1.833 -0.009
C -3.229 -1.399 -1.883 0.077
C -2.611 -2.789 -1.874 -0.004
C -1.406 -3.089 -1.004 0.031
C -0.396 -3.916 -1.470 -0.005
C 0.649 -4.353 -0.654 0.017
C 0.684 -3.857 0.649 -0.015
C -0.322 -3.038 1.163 0.012
C -0.346 -2.620 2.631 -0.007
C 0.228 -1.246 2.960 0.005
C 1.551 -1.118 3.370 0.001
C 2.097 0.104 3.773 0.000
C 1.316 1.239 3.579 0.001
C -0.013 1.172 3.156 0.013
C -0.796 2.463 2.930 -0.017
C -0.701 2.977 1.499 0.016
C 0.216 3.950 1.142 -0.015
C 0.345 4.405 -0.175 0.022
C -0.456 3.798 -1.131 -0.018
C -1.415 2.833 -0.812 0.055
C -2.318 2.346 -1.941 0.007
C -3.119 1.062 -1.843 0.152
C -4.503 1.093 -1.993 0.002
C -5.269 -0.062 -2.117 0.024
C -4.603 -1.287 -2.038 0.021
C -6.784 -0.034 -2.316 -0.012
C -7.132 -0.754 -3.628 0.004
C -7.326 1.393 -2.388 0.002
C -7.462 -0.756 -1.144 0.005
C -1.570 2.472 0.519 -0.055
O -2.606 1.690 0.920 0.215
C 1.323 5.532 -0.512 0.003
C 2.760 5.088 -0.218 0.002
C 0.997 6.762 0.347 0.003
C 1.237 5.940 -1.983 0.001
C -0.560 -0.091 2.964 0.045
O -1.918 -0.234 2.773 -0.015
C -2.765 0.041 3.885 0.007
C 3.416 0.143 4.567 0.000
C 4.553 -0.622 3.881 0.000
C 3.145 -0.527 5.925 0.000
C 3.893 1.571 4.832 0.000
C -1.392 -2.709 0.336 -0.033
O -2.486 -2.080 0.846 0.218
C 1.592 -5.449 -1.162 0.003
C 2.720 -5.740 -0.171 0.001
C 2.204 -5.083 -2.521 0.004
C 0.775 -6.740 -1.339 0.002
H -1.671 -0.999 -3.987 -0.007
H -0.270 -1.766 -3.180 0.000
H -0.113 -0.155 -3.916 0.003
H -2.361 -3.060 -2.904 0.006
H -3.415 -3.466 -1.571 0.011
H -0.456 -4.265 -2.497 0.000
H 1.481 -4.158 1.319 0.000
H 0.213 -3.358 3.209 0.000
H -1.383 -2.651 2.964 -0.001
H 2.138 -2.027 3.462 0.000
H 1.717 2.219 3.807 0.000
H -0.392 3.224 3.599 0.000
H -1.845 2.325 3.181 0.002
H 0.858 4.357 1.918 -0.001
H -0.374 4.094 -2.171 0.000
H -1.683 2.249 -2.827 0.002
H -3.032 3.143 -2.162 0.003
H -4.977 2.066 -2.008 0.009
H -5.173 -2.210 -2.072 0.011
H -6.643 -0.270 -4.476 0.000
H -8.211 -0.725 -3.792 0.001
H -6.823 -1.800 -3.611 0.000
H -6.856 1.964 -3.191 0.000
H -7.179 1.932 -1.450 0.000
H -8.398 1.361 -2.588 0.000
H -7.153 -1.801 -1.084 -0.001
H -8.547 -0.733 -1.265 0.001
H -7.212 -0.277 -0.195 0.000
H 2.895 4.866 0.841 0.000
H 3.466 5.878 -0.489 0.000
H 3.017 4.190 -0.785 0.000
H 1.115 6.553 1.412 0.000
H -0.032 7.088 0.182 0.000
H 1.665 7.588 0.092 0.000
H 1.538 5.128 -2.649 0.000
H 1.908 6.782 -2.165 0.000
H 0.226 6.250 -2.256 0.000
H -2.168 0.268 4.769 0.000
H -3.379 -0.841 4.073 0.001
H -3.407 0.888 3.643 0.002
H 4.270 -1.645 3.630 0.000
H 5.412 -0.672 4.553 0.000
H 4.877 -0.128 2.967 0.000
H 2.871 -1.577 5.801 0.000
H 2.328 -0.025 6.446 0.000
H 4.037 -0.480 6.554 0.000
H 4.058 2.124 3.905 0.000
H 4.839 1.540 5.376 0.000
H 3.180 2.129 5.442 0.000
H 3.350 -4.864 -0.002 0.000
H 3.354 -6.535 -0.567 0.000
H 2.331 -6.075 0.792 0.000
H 2.821 -4.188 -2.456 -0.001
H 1.433 -4.908 -3.273 0.000
H 2.832 -5.904 -2.878 0.000
H 0.297 -7.026 -0.400 0.000
H 1.424 -7.559 -1.659 0.000
H -0.008 -6.615 -2.089 0.000
C 3.969 -2.407 -1.046 0.000
C 3.703 -1.024 -0.467 0.000
As 1.985 -0.298 -1.068 -0.002
C 2.036 1.458 -0.182 -0.002
C 3.358 1.957 0.383 -0.001
C 2.512 0.265 -2.889 0.000
C 3.748 1.146 -3.045 0.000
H 4.855 -2.869 -0.601 0.000
H 4.133 -2.364 -2.127 0.000
H 3.118 -3.068 -0.869 0.000
H 4.521 -0.342 -0.693 0.000
H 3.616 -1.078 0.617 0.000
H 1.305 1.386 0.625 0.006
H 1.614 2.175 -0.892 -0.002
H 3.712 1.300 1.172 0.000
H 3.230 2.948 0.823 0.000
H 4.146 2.027 -0.366 0.000
H 1.635 0.791 -3.276 0.000
H 2.610 -0.646 -3.486 0.000
H 3.604 2.118 -2.573 0.000
H 3.968 1.326 -4.100 0.000
H 4.636 0.691 -2.604 0.000
```

## Properties
LUMO energy (alpha / beta)   0.514 / -1.093 eV
Relative energy (zero: lowest compared OMol25 entry of this formula, charge and spin)   0.429 eV
Frontier orbital gap (alpha / beta)   7.426 / 6.468 eV
2S+1   3
E_tot   -4681.23074 Ha



No. 6
Entry from the OMol25 dataset: a structure of composition C16H33O3Si3Zn (ωB97M-V/def2-TZVPD).

```
56
Properties=species:S:1:pos:R:3:lowdin_charge:R:1
Zn 0.110 0.066 0.474 0.778
C 1.324 -3.167 -0.439 -0.046
C 2.009 -2.185 0.277 -0.068
C 1.432 -1.572 1.377 -0.101
C 0.190 -2.179 1.993 -0.353
C -0.592 -3.002 1.019 0.023
C -0.014 -3.503 -0.099 -0.059
H 1.803 -3.658 -1.275 0.119
H 3.003 -1.886 -0.036 0.125
H 2.046 -0.966 2.038 0.119
H 0.505 -2.846 2.816 0.187
H -1.616 -3.218 1.293 0.137
H -0.572 -4.159 -0.756 0.120
C 0.639 -0.863 -2.864 -0.078
O 0.591 0.013 -1.733 -0.340
Si 1.057 1.636 -1.794 0.395
C 0.317 2.535 -3.266 -0.143
C 2.921 1.752 -1.993 -0.135
C 0.321 2.076 -0.103 -0.366
Si -1.538 2.573 -0.112 0.460
C -2.333 2.765 1.578 -0.163
C -2.476 1.231 -1.060 -0.155
C -1.643 4.247 -0.990 -0.138
Si 1.468 2.812 1.224 0.451
C 3.078 1.809 1.331 -0.168
C 0.675 2.867 2.927 -0.162
C 1.862 4.549 0.588 -0.144
H 0.222 -0.373 -3.745 0.093
H 0.048 -1.748 -2.640 0.086
H 1.668 -1.162 -3.076 0.098
H 0.766 2.156 -4.187 0.048
H 0.562 3.598 -3.208 0.050
H -0.765 2.443 -3.355 0.032
H 3.172 1.681 -3.053 0.047
H 3.466 0.966 -1.470 0.034
H 3.303 2.711 -1.637 0.037
H -2.111 1.917 2.226 0.022
H -3.416 2.801 1.445 0.049
H -2.033 3.684 2.082 0.033
H -2.399 0.274 -0.532 0.025
H -2.123 1.086 -2.081 0.024
H -3.536 1.485 -1.105 0.050
H -1.080 5.010 -0.452 0.029
H -2.693 4.549 -0.992 0.050
H -1.294 4.222 -2.020 0.013
H 3.045 0.873 0.769 -0.004
H 3.307 1.565 2.370 0.040
H 3.916 2.390 0.942 0.043
H 0.079 1.976 3.142 0.032
H 0.024 3.735 3.039 0.033
H 1.451 2.941 3.692 0.043
H 2.238 4.536 -0.436 0.030
H 2.632 4.986 1.229 0.049
H 0.988 5.199 0.624 0.029
O -1.235 -0.390 1.664 -0.276
O -0.609 -1.223 2.657 -0.136
```

## Properties
LUMO energy (alpha / beta)   -5.001 / -6.323 eV
Frontier orbital gap (alpha / beta)   7.281 / 5.016 eV
E_tot   -3502.70038 Ha
Total charge   +1